Entry 1:
ORCA calculation (the ωB97M-V functional and the def2-TZVPD basis) on C20H21IrN9O7 as an isolated structure.

Properties
- HOMO (spin up / spin down) (eV) = -14.652 / -14.630
- E (eV) = -51646.129
- gap between HOMO and LUMO (spin up / spin down) (Eh) = 0.318 / 0.204

Geometry as ORCA input:
```
! RIJCOSX wB97M-V def2-TZVPD def2/J DEFGRID3
* xyz 2 2
O -0.690 4.422 -5.251
Ir 0.617 -0.467 0.103
H 6.167 -3.257 1.092
C 3.897 -1.267 2.652
H -4.817 0.408 0.990
C -0.200 2.636 -3.297
C 3.215 -1.793 0.379
N -1.225 3.355 -5.432
H 0.230 3.626 -3.215
H -4.943 1.835 1.992
C -1.632 1.079 -4.565
H -1.780 2.910 2.248
C -1.409 0.156 -3.599
C 5.063 -2.040 2.443
N 2.226 -1.558 -0.671
C 3.611 -0.588 3.859
C -1.720 -2.069 1.060
O -3.113 -1.259 -3.079
C -0.571 0.402 -2.454
C 4.342 -2.538 0.196
H 5.785 -2.127 3.245
H 2.647 -0.970 -1.393
H 2.213 0.674 4.874
O -0.455 -0.552 -1.627
O -1.913 3.030 -6.371
C 2.459 0.136 3.970
H -3.410 -3.186 1.459
N 1.801 -0.445 1.752
H -2.263 0.897 -5.425
C 0.038 1.700 -2.320
H -3.452 3.315 1.888
N -0.460 -2.074 0.757
C 0.927 2.098 -1.149
N -2.037 -1.171 -3.625
N -2.417 -3.192 1.306
H 4.312 -0.647 4.682
O 0.938 3.257 -0.820
H -3.424 -1.053 1.433
H -4.434 0.333 2.743
O -1.398 -2.056 -4.138
N -0.832 0.740 0.858
C -2.603 2.730 1.553
O 1.629 1.145 -0.590
C -1.001 2.318 -4.392
C 2.964 -1.159 1.608
H -2.000 -4.092 1.137
H 4.534 -3.019 -0.755
N -2.462 -0.909 1.177
C 1.567 0.180 2.887
C -2.053 0.417 1.187
H 1.969 -2.429 -1.133
H -2.318 3.073 0.556
C 5.275 -2.667 1.248
H 0.644 0.737 2.951
C -4.363 0.933 1.834
H -0.067 -3.006 0.735
H -0.632 1.732 0.902
N -2.979 1.315 1.545
*
```

***

Entry 2:
ORCA calculation (the ωB97M-V functional and the def2-TZVPD basis) on C20H21MgO3 as an isolated structure.

Properties
- HOMO (spin up / spin down) (eV) = 0.034 / -0.255
- E (eV) = -32662.917
- gap between HOMO and LUMO (spin up / spin down) (Eh) = 0.096 / 0.105

Geometry as ORCA input:
```
! RIJCOSX wB97M-V def2-TZVPD def2/J DEFGRID3
* xyz -1 1
C -0.525 -1.615 -2.568
H -1.106 3.808 0.813
C -0.640 3.067 1.456
H 3.002 -0.588 0.161
O -0.441 -0.456 -1.555
C -3.328 -2.954 -4.784
Mg 0.436 1.266 0.095
C -4.378 -3.056 -3.848
H -3.497 -3.300 -5.814
H 0.840 -2.003 -0.843
H 0.825 4.357 2.487
H 3.441 3.589 1.347
C 3.129 2.701 0.797
C 3.362 1.362 1.201
O 1.344 -0.788 2.769
H 2.360 3.553 -1.124
C 2.410 1.311 -0.902
H -5.351 -3.458 -4.143
H 2.464 0.462 4.060
C 0.398 3.364 2.386
C 2.532 2.686 -0.489
H 0.295 -1.644 -3.295
C 0.692 2.266 3.163
C 2.895 0.495 0.181
C -2.922 -2.138 -2.143
H -0.905 0.916 3.761
C 0.240 -0.189 2.408
H 3.175 -1.113 3.577
C 2.258 -0.599 3.894
H -0.967 -2.235 -0.502
H -4.948 -2.717 -1.787
C -0.188 -1.805 -1.114
H 1.889 -1.110 4.795
H -1.300 -2.296 -5.159
H 2.143 0.960 -1.900
O -0.544 -0.746 1.625
C -0.289 1.179 2.875
H -2.015 1.315 1.361
H 1.246 2.271 4.095
H -2.765 -1.835 -1.114
H 3.898 1.053 2.099
C -1.854 -2.022 -3.058
C -1.059 1.747 1.675
C -2.093 -2.418 -4.408
C -4.157 -2.643 -2.529
*
```

***

Entry 3:
ORCA calculation (the ωB97M-V functional and the def2-TZVPD basis) on an isolated ion of composition C20H21N2O and charge +1.

Properties
- HOMO (eV) = -10.780
- E (eV) = -26098.396
- gap between HOMO and LUMO (Eh) = 0.215

Geometry as ORCA input:
```
! RIJCOSX wB97M-V def2-TZVPD def2/J DEFGRID3
* xyz 1 1
C 3.858 -2.555 -3.360
H -4.019 -1.123 -0.388
H -3.772 -1.567 1.273
C 2.897 -0.975 2.371
C -3.891 1.691 0.875
C 0.340 1.226 0.478
C -5.398 1.302 1.087
C 1.274 1.269 2.767
H -3.754 2.251 -0.076
C 2.666 -0.767 -2.211
H 3.973 -2.434 -5.536
H -3.480 2.306 1.692
N -3.143 0.384 0.834
H 4.413 -3.500 -3.303
C 3.614 -1.950 -4.617
C 2.945 -0.313 3.585
H -6.202 -0.509 0.131
N -1.866 0.253 0.609
H 1.884 0.793 -3.538
H 0.678 1.161 -1.723
H -5.697 1.658 2.103
H -5.845 -0.675 1.917
C 0.855 0.393 -0.959
H -5.996 1.838 0.310
H 2.727 -0.263 -5.648
H 0.633 2.246 0.300
H -0.046 -0.129 -0.735
C 2.065 -0.495 1.364
C 1.139 0.547 1.565
C -4.019 -0.716 0.626
C 2.156 0.839 3.796
O 2.461 -0.992 0.101
H 2.228 1.438 4.715
C -5.487 -0.234 0.950
C 2.901 -0.733 -4.663
H 3.578 -1.826 2.177
H 0.667 2.185 2.878
C 3.405 -1.957 -2.205
C 2.429 -0.144 -3.490
H 3.597 -2.447 -1.242
C 2.058 -0.335 -1.001
C -1.038 1.246 0.844
H 3.600 -0.657 4.405
H -1.391 2.269 0.942
*
```

***

Entry 4:
ORCA calculation (the ωB97M-V functional and the def2-TZVPD basis) on C20H21N2O5V as an isolated structure.

Properties
- HOMO (eV) = -15.473
- E (eV) = -59973.171
- gap between HOMO and LUMO (Eh) = 0.252

Geometry as ORCA input:
```
! RIJCOSX wB97M-V def2-TZVPD def2/J DEFGRID3
* xyz 2 1
O -0.611 -0.135 -3.531
C -0.575 1.386 3.036
H -3.050 -1.008 -2.084
C 2.641 -2.913 -2.687
H 0.029 5.162 3.514
O -1.610 0.396 -0.312
H -3.304 0.300 -3.236
C -0.656 0.291 -2.430
H 0.073 -2.724 2.164
C -3.146 0.073 -2.182
H 0.926 4.022 1.498
H 5.686 -1.452 -2.561
H -1.608 1.467 4.921
H -2.839 2.663 -1.232
O 2.132 -0.510 0.018
C -1.983 2.297 -1.803
N -0.439 -0.721 1.827
C -0.787 -0.020 2.853
H -4.015 0.413 -1.620
H -1.227 3.892 5.222
O 0.617 1.473 1.004
H 0.363 -3.585 -1.485
O 0.451 0.418 -1.626
C 4.063 -0.955 -1.271
C -1.901 0.783 -1.705
H -2.088 0.980 0.293
C -0.852 3.388 4.343
H -1.304 -0.538 3.660
H -1.633 -2.354 2.484
V 0.480 -0.005 0.093
H -2.130 2.589 -2.842
C 0.134 2.126 2.083
H 4.604 -0.211 -0.703
H 4.430 -3.170 -3.821
C 0.714 -2.596 -1.193
H -1.139 -3.593 0.232
C 2.734 -1.204 -0.974
C -1.107 -2.515 0.380
H 2.096 -3.688 -3.210
H -2.052 -2.076 0.066
C -1.066 2.035 4.176
C 3.946 -2.628 -3.020
H -1.072 2.771 -1.435
C 4.654 -1.656 -2.306
C -0.142 4.103 3.377
C -0.793 -2.156 1.820
C 2.002 -2.191 -1.669
N -0.007 -1.906 -0.368
C 0.359 3.481 2.244
*
```

***

Entry 5:
ORCA calculation (the ωB97M-V functional and the def2-TZVPD basis) on a single C20H21N3O3 molecule.

Properties
- SMILES string = N[C@@H](Cc1c[nH]c2ccccc12)C(=O)N[C@@H](Cc1ccccc1)C(=O)O
- HOMO (eV) = -7.901
- E (eV) = -31694.022
- gap between HOMO and LUMO (Eh) = 0.314

Geometry as ORCA input:
```
! RIJCOSX wB97M-V def2-TZVPD def2/J DEFGRID3
* xyz 0 1
H -1.047 1.572 1.341
C 4.019 -1.646 0.253
O 1.980 0.422 2.983
H 1.003 -0.665 -1.142
C -4.474 -0.648 -0.038
C -3.002 -2.922 -0.441
N 1.464 1.330 0.525
H -1.407 -1.586 -0.931
H -4.242 2.598 -0.071
C 0.597 2.360 0.212
H -4.748 -4.069 0.063
C 5.861 -0.564 -0.918
C 1.550 -0.512 2.138
H 3.708 -2.313 1.047
H -1.223 4.079 -0.055
C -4.046 1.564 -0.128
H 5.391 0.912 -2.388
H 0.024 -0.093 0.696
C -2.869 0.908 -0.459
H 2.427 1.478 0.276
H -6.194 -2.100 0.492
N -5.014 0.663 0.096
C 3.595 0.003 -1.496
H 6.946 -0.512 -1.103
N -1.625 3.449 0.621
H 1.275 -2.039 -0.068
H -2.429 -3.785 -0.593
C 1.109 -0.028 0.755
C -1.535 1.433 -0.850
C -2.367 -1.718 -0.524
O 1.644 -1.680 2.479
C 3.077 -0.882 -0.535
H 1.890 1.208 2.459
H -6.023 0.828 0.114
H -0.799 0.661 -1.076
C 1.582 -1.020 -0.255
H -1.336 3.819 1.529
C -0.934 2.163 0.396
H 6.186 -2.021 0.582
C -5.149 -1.924 0.158
O 1.005 3.409 -0.232
C 5.395 -1.424 0.090
C -3.175 -0.518 -0.375
C -4.353 -3.040 -0.043
H -1.641 2.146 -1.697
C 4.961 0.141 -1.716
H 2.940 0.558 -2.169
*
```

***

Entry 6:
ORCA calculation (the ωB97M-V functional and the def2-TZVPD basis) on a single C20H21N3O4S molecule.

Properties
- SMILES string = O=C1C[C@H](N2CCN(S(=O)(=O)c3ccccc3)CC2)C(=O)N1c1ccccc1
- HOMO (eV) = -8.401
- E (eV) = -44576.728
- gap between HOMO and LUMO (Eh) = 0.331

Geometry as ORCA input:
```
! RIJCOSX wB97M-V def2-TZVPD def2/J DEFGRID3
* xyz 0 1
H 1.996 -1.014 -0.742
N -0.712 0.719 2.451
C -0.346 2.532 0.786
H -1.171 -1.128 1.579
H 3.415 -3.453 2.472
H -2.435 0.119 1.501
H 0.968 1.044 3.585
H 0.102 0.029 -0.206
H -2.501 0.930 -6.095
H -0.659 -1.291 3.920
C 0.564 0.248 2.952
C -0.932 0.324 -0.010
C 3.431 -3.182 1.428
C 4.282 -3.499 -0.794
C -1.668 2.462 -3.204
H -4.113 -0.178 -4.595
H -0.307 2.702 2.949
N -1.028 1.751 -0.230
O -3.597 1.502 0.026
H 3.482 -2.199 -2.295
H -0.941 2.620 -5.211
H 0.729 2.353 0.685
C -1.643 2.135 -4.549
O 0.939 -3.317 2.977
C 0.388 -1.064 3.722
C -0.841 2.139 2.182
O -2.603 3.692 -0.504
H -1.908 2.379 2.245
N 1.760 -1.477 1.870
C -3.429 0.559 -4.204
H -1.004 3.200 -2.783
H -1.580 -0.167 -0.738
H 0.911 -1.048 4.679
O 2.226 0.666 1.193
H 4.934 -4.021 -1.479
C -3.457 0.885 -2.857
C 1.023 -2.126 2.857
C -2.522 1.184 -5.045
H -0.568 3.579 0.583
C 1.617 -0.102 1.892
C 2.627 -1.810 -0.381
C 4.260 -3.850 0.545
H -4.153 0.426 -2.172
C -1.359 -0.066 1.415
H 4.894 -4.644 0.909
C -2.576 1.832 -2.375
C 2.610 -2.163 0.962
S -2.574 2.266 -0.639
C 3.468 -2.478 -1.253
*
```

***

Entry 7:
ORCA calculation (the ωB97M-V functional and the def2-TZVPD basis) on a single C20H21N3O5 molecule.

Properties
- SMILES string = O=C(NCc1ccc(-c2ccccc2)cc1)[C@@H]1O[C@H]2CN(C(=O)NO)C[C@@H]1O2
- HOMO (eV) = -8.726
- E (eV) = -35784.365
- gap between HOMO and LUMO (Eh) = 0.339

Geometry as ORCA input:
```
! RIJCOSX wB97M-V def2-TZVPD def2/J DEFGRID3
* xyz 0 1
C -1.847 1.343 2.365
H -2.026 3.063 -2.149
H -0.873 1.949 -4.066
H 8.068 -1.011 4.811
H 1.792 -0.519 4.379
C -2.322 1.316 -5.692
O 7.606 -0.200 5.081
O 2.112 1.345 3.416
O 2.180 0.487 1.449
H -4.983 -0.647 -4.798
C -1.806 1.384 0.829
H -4.108 -0.209 -2.698
N 4.591 -0.272 2.873
C -2.021 0.117 0.328
C 2.897 1.460 2.203
C -3.505 0.477 -5.883
C -2.078 2.272 -1.313
O 5.672 -1.724 4.107
H 2.750 2.438 1.862
C 3.565 -1.248 2.377
H -2.426 0.525 2.655
N 6.672 0.220 4.093
C 1.573 0.022 3.488
C 5.648 -0.622 3.698
C -1.788 1.403 -4.367
H 4.727 0.891 1.224
H 3.905 -1.731 1.486
H -1.416 3.556 0.286
C 0.136 0.229 3.463
C 4.433 1.032 2.239
H 1.308 -1.296 1.913
H 4.975 1.783 2.797
C -2.143 -0.091 -1.007
O -0.560 -0.728 3.802
H 3.430 -2.016 3.105
C -3.670 0.176 -3.543
C -2.115 0.982 -1.918
H 0.298 2.001 2.487
C -1.693 2.496 -0.009
H -2.181 -0.661 1.010
H -2.289 2.198 2.798
C 2.161 -0.622 2.320
C -4.125 -0.044 -4.765
H -4.002 0.304 -6.783
H 6.390 1.229 4.229
H -1.842 1.758 -6.483
N -0.420 1.367 2.918
H -2.230 -1.128 -1.372
C -2.494 0.877 -3.315
*
```

***

Entry 8:
ORCA calculation (the ωB97M-V functional and the def2-TZVPD basis) on a single C20H21N3O6 molecule.

Properties
- SMILES string = Cc1cc(C(=O)NCC(=O)OCC(=O)NCCc2ccccc2)ccc1[N+](=O)[O-]
- HOMO (eV) = -9.250
- E (eV) = -37835.079
- gap between HOMO and LUMO (Eh) = 0.320

Geometry as ORCA input:
```
! RIJCOSX wB97M-V def2-TZVPD def2/J DEFGRID3
* xyz 0 1
C 0.203 -0.700 -3.364
H 1.795 -0.949 1.726
C -4.698 -1.220 -2.933
H 2.495 -1.090 -4.233
N -4.510 0.140 -0.274
H 1.177 0.899 -2.515
H -5.260 -1.802 -2.205
N 1.222 0.183 -3.229
C -3.354 -0.055 -1.107
C 0.511 -0.106 4.726
C 2.550 -0.127 -3.719
H -4.484 -1.841 -3.799
C 2.217 1.106 2.192
H 1.431 0.003 5.284
C 3.143 1.230 -0.055
C -1.849 -0.383 3.304
C -0.631 -0.463 2.653
H 4.247 0.932 1.630
C 1.871 -0.328 2.620
N 3.332 1.149 1.268
O 4.033 0.965 -2.249
C 3.405 -0.204 -2.468
C -2.235 -0.861 -3.041
C -3.429 -0.696 -2.350
C 0.559 -0.320 3.355
O -4.316 0.284 0.917
O -5.608 0.154 -0.789
H 4.950 2.125 -0.878
C -1.019 -0.398 -2.554
C -1.887 -0.168 4.672
H -0.597 -0.644 1.589
O 2.057 1.367 -0.582
O 3.436 -1.125 -1.700
H -5.340 -0.395 -3.238
H -2.233 -1.375 -3.991
H -2.836 -0.104 5.182
H 2.666 -0.725 3.255
C 4.425 1.169 -0.905
H -0.041 0.590 -0.896
H -2.769 -0.476 2.746
O 0.250 -1.652 -4.117
C -2.139 0.405 -0.601
H 2.914 0.659 -4.385
H 1.361 1.545 1.674
C -0.706 -0.036 5.382
H -2.137 0.892 0.363
H -0.731 0.126 6.450
C -0.972 0.243 -1.316
H 5.078 0.360 -0.562
H 2.454 1.717 3.066
*
```

***

Entry 9:
ORCA calculation (the ωB97M-V functional and the def2-TZVPD basis) on a single C20H21N4O3PS molecule.

Properties
- SMILES string = CCC[C@@H](C)c1c(N=C=S)c([PH2]=O)c(CN)c2c1C(=O)N(c1cccnc1)C2=O
- HOMO (eV) = -9.194
- E (eV) = -53286.253
- gap between HOMO and LUMO (Eh) = 0.263

Geometry as ORCA input:
```
! RIJCOSX wB97M-V def2-TZVPD def2/J DEFGRID3
* xyz 0 1
H -0.693 -5.202 -0.861
C -0.144 2.072 -1.399
C 2.927 3.730 1.987
C -1.907 -1.473 2.768
H -4.143 -1.250 3.192
H -1.976 -2.647 2.572
C 2.129 1.267 -2.106
H 3.692 -3.021 -0.247
H -3.080 2.520 -0.183
C -3.318 -0.675 2.562
H -4.883 0.007 1.071
C 0.355 -2.648 -0.996
H -1.633 -1.381 3.926
C 2.250 2.619 1.011
H 3.179 3.455 3.107
C 2.353 4.791 -0.743
C 1.548 -1.630 -1.562
C -3.866 -0.620 1.002
H -1.685 1.921 1.012
H 1.421 -5.006 0.174
H 3.785 5.930 2.203
P 0.627 -4.575 -0.947
C -1.517 -0.452 -0.491
C 3.252 5.196 1.423
H 2.066 5.184 -1.836
N 4.035 -2.407 -1.018
C -2.866 -3.414 -1.165
C -0.315 0.491 -1.094
S -3.847 -3.669 -2.569
H 3.434 -1.325 -2.804
C 1.191 -0.024 -1.607
O 1.238 -5.105 -2.342
C -2.784 1.728 0.660
C 1.962 3.264 -0.455
O -0.970 3.096 -1.604
N 1.321 2.415 -1.546
H 4.436 -1.507 -0.668
N 3.013 5.828 0.096
H 1.992 1.526 1.338
H -3.201 0.378 3.066
O 3.271 1.281 -2.799
H 2.897 -3.133 -2.805
C 2.997 -2.180 -2.095
C -2.914 0.209 -0.031
H -3.566 0.394 -1.014
N -2.119 -3.115 -0.022
H -4.227 -1.684 0.599
C -1.128 -2.079 -0.477
H -0.995 -0.973 2.200
H -3.594 1.894 1.517
*
```

***

Entry 10:
ORCA calculation (the ωB97M-V functional and the def2-TZVPD basis) on a single C20H21N5O4S3 molecule.

Properties
- SMILES string = O=C(CSc1nnc(Nc2ccccc2)s1)Nc1ccc(S(=O)(=O)N2CCOCC2)cc1
- HOMO (eV) = -8.353
- E (eV) = -69226.370
- gap between HOMO and LUMO (Eh) = 0.309

Geometry as ORCA input:
```
! RIJCOSX wB97M-V def2-TZVPD def2/J DEFGRID3
* xyz 0 1
C -1.978 -1.728 -0.933
H -5.203 -0.800 -0.485
H 5.853 -2.519 -2.787
S 0.177 2.861 1.270
C -3.904 -1.514 1.059
H 3.577 -0.612 1.307
O 0.438 2.988 2.675
H -3.487 -1.002 -2.249
H -1.224 -1.809 -1.697
C -1.807 1.887 -0.171
C 2.125 0.957 1.291
C 1.473 1.897 0.514
H 4.325 -3.013 -3.553
N -0.413 -2.568 0.749
C -4.216 -1.162 -0.244
H 1.262 2.798 -1.400
C -3.251 -1.274 -1.232
O -0.038 4.055 0.500
H -2.434 3.937 0.045
H -2.574 3.649 2.404
H 2.906 1.269 -2.477
N 0.835 -2.418 -1.256
C 4.188 -1.160 -2.500
C -1.668 -2.083 0.375
C -1.972 1.590 2.217
C -2.905 2.951 -0.072
S 2.122 -3.515 0.690
C -2.638 -1.974 1.370
C 3.331 0.227 -0.657
C 4.770 -2.563 -2.665
N -1.087 1.765 1.082
H -2.397 -2.254 2.387
H 1.887 0.896 2.340
O -3.766 2.690 1.016
O 3.783 -0.545 -3.451
H -2.247 0.912 -0.399
H 4.645 -1.319 -0.533
H -0.323 -2.838 1.718
H -2.431 0.600 2.132
C 2.690 1.195 -1.425
C -3.053 2.673 2.232
H -3.789 2.482 3.015
S 4.488 -3.653 -1.232
N 2.028 -2.710 -1.749
H -3.532 2.943 -0.965
N 4.211 -0.703 -1.212
H -4.647 -1.429 1.836
C 1.761 2.030 -0.831
C 2.822 -3.272 -0.914
C 0.675 -2.744 -0.018
C 3.062 0.128 0.710
H -1.361 1.649 3.117
H -1.090 2.153 -0.945
*
```